DFT (ωB97M-V/def2-TZVPD) results for C51H58BN7O3P2Re as an isolated structure at a distorted geometry.

Atoms and positions in Å:
Re  -1.346  0.817  -0.033
O  -5.402  1.705  -0.495
C  -4.184  1.541  -0.552
N  -3.385  0.987  0.370
C  -3.957  0.909  1.693
C  -3.290  1.937  2.593
C  -3.628  2.039  3.939
C  -3.020  3.010  4.713
C  -2.103  3.867  4.121
C  -1.826  3.695  2.778
N  -2.395  2.753  2.031
C  -3.440  2.158  -1.709
C  -4.122  2.623  -2.824
C  -3.441  3.399  -3.744
C  -2.106  3.707  -3.508
C  -1.489  3.179  -2.390
N  -2.139  2.413  -1.517
H  -5.027  1.122  1.648
H  -3.821  -0.085  2.117
H  -4.350  1.356  4.367
H  -3.260  3.101  5.764
H  -1.609  4.644  4.688
H  -1.111  4.335  2.272
H  -5.170  2.381  -2.920
H  -3.944  3.768  -4.628
H  -1.547  4.335  -4.188
H  -0.441  3.352  -2.181
C  -4.974  -5.015  3.816
C  -5.287  -3.875  3.086
C  -4.296  -2.960  2.778
C  -2.976  -3.165  3.187
C  -2.677  -4.301  3.934
C  -3.670  -5.223  4.236
P  -1.745  -1.904  2.631
C  -0.232  -2.691  3.297
C  0.033  -2.453  4.645
C  1.162  -2.988  5.246
C  2.040  -3.758  4.498
C  1.786  -3.988  3.154
C  0.658  -3.454  2.549
C  -1.717  -2.319  0.832
C  -1.931  -3.650  0.456
C  -2.148  -4.012  -0.861
C  -2.182  -3.025  -1.828
C  -1.937  -1.711  -1.472
C  -1.671  -1.306  -0.157
H  -5.747  -5.735  4.054
H  -6.301  -3.704  2.748
H  -4.536  -2.086  2.182
H  -1.662  -4.481  4.263
H  -3.418  -6.117  4.793
H  -0.661  -1.845  5.217
H  1.360  -2.797  6.293
H  2.929  -4.170  4.959
H  2.480  -4.583  2.571
H  0.460  -3.618  1.496
H  -1.928  -4.425  1.212
H  -2.315  -5.050  -1.121
H  -2.393  -3.277  -2.861
H  -1.970  -0.967  -2.263
O  1.338  -0.003  1.502
B  0.060  0.575  1.603
O  -0.007  1.247  2.834
C  1.218  1.147  3.420
C  1.674  1.718  4.588
C  3.006  1.486  4.920
C  3.833  0.723  4.103
C  3.365  0.153  2.922
C  2.046  0.384  2.600
H  1.023  2.320  5.207
H  3.412  1.918  5.826
H  4.866  0.575  4.389
H  4.008  -0.437  2.282
N  0.341  0.960  -1.046
P  1.401  0.776  -2.151
N  2.808  1.702  -1.947
C  3.314  2.840  -2.701
C  2.671  4.154  -2.259
C  2.947  4.377  -0.770
C  2.512  3.157  0.043
C  3.125  1.875  -0.520
N  1.918  -0.817  -2.187
C  2.850  -1.277  -3.200
C  4.243  -1.540  -2.629
C  4.156  -2.503  -1.444
C  3.180  -1.963  -0.401
C  1.813  -1.700  -1.031
N  0.873  1.021  -3.735
C  1.424  1.761  -4.870
C  0.659  1.452  -6.157
C  0.571  -0.058  -6.372
C  -0.120  -0.742  -5.171
C  -0.340  0.254  -4.036
H  3.205  2.679  -3.767
H  4.390  2.896  -2.494
H  1.590  4.096  -2.431
H  3.066  4.980  -2.856
H  2.430  5.273  -0.418
H  4.020  4.544  -0.627
H  1.425  3.043  0.000
H  2.798  3.269  1.093
H  2.737  1.022  0.033
H  4.217  1.901  -0.413
H  2.901  -0.527  -3.991
H  2.465  -2.210  -3.635
H  4.682  -0.592  -2.302
H  4.877  -1.961  -3.414
H  5.145  -2.641  -0.999
H  3.809  -3.480  -1.795
H  3.567  -1.024  0.007
H  3.067  -2.669  0.427
H  1.144  -1.237  -0.311
H  1.371  -2.654  -1.350
H  2.467  1.472  -5.042
H  1.398  2.843  -4.691
H  1.192  1.924  -6.985
H  -0.342  1.887  -6.126
H  1.585  -0.446  -6.494
H  0.030  -0.266  -7.295
H  0.482  -1.578  -4.813
H  -1.097  -1.138  -5.461
H  -0.632  -0.264  -3.126
H  -1.157  0.925  -4.308

## Properties
Kohn-Sham gap (alpha / beta)   6.84 / 7.73 eV
Spin multiplicity   4
HOMO level (alpha / beta)   -6.73 / -7.77 eV
Energy relative to the best compared isomer or geometry (same formula, charge and spin)   4.6 kcal per mole
E_tot   -91789.4105 eV
Net charge   0

Atomic partial charges in e from the Mulliken method, atoms 1 to 99: atom 1 (Re): 0.949, atom 2 (O): -0.791, atom 3 (C): 0.194, atom 4 (N): 0.224, atom 5 (C): -0.519, atom 6 (C): 0.799, atom 7 (C): -0.843, atom 8 (C): -0.472, atom 9 (C): -0.873, atom 10 (C): -0.192, atom 11 (N): -0.005, atom 12 (C): 0.341, atom 13 (C): -0.705, atom 14 (C): -0.630, atom 15 (C): -0.671, atom 16 (C): -0.654, atom 17 (N): 0.126, atom 18 (H): 0.762, atom 19 (H): -0.891, atom 20 (H): 0.450, atom 21 (H): 0.396, atom 22 (H): 0.450, atom 23 (H): 0.438, atom 24 (H): 0.546, atom 25 (H): 0.417, atom 26 (H): 0.540, atom 27 (H): 0.647, atom 28 (C): -0.532, atom 29 (C): -0.900, atom 30 (C): -0.201, atom 31 (C): 0.479, atom 32 (C): -0.174, atom 33 (C): -0.810, atom 34 (P): 0.521, atom 35 (C): 0.482, atom 36 (C): -0.635, atom 37 (C): -0.788, atom 38 (C): -0.645, atom 39 (C): -0.547, atom 40 (C): -0.241, atom 41 (C): 1.496, atom 42 (C): 0.014, atom 43 (C): -1.197, atom 44 (C): -0.648, atom 45 (C): 0.266, atom 46 (C): -1.788, atom 47 (H): 0.375, atom 48 (H): 0.429, atom 49 (H): 0.496, atom 50 (H): 0.312, atom 51 (H): 0.420, atom 52 (H): 0.438, atom 53 (H): 0.423, atom 54 (H): 0.370, atom 55 (H): 0.389, atom 56 (H): 0.340, atom 57 (H): 0.605, atom 58 (H): 0.410, atom 59 (H): 0.466, atom 60 (H): 0.260, atom 61 (O): 1.113, atom 62 (B): -0.723, atom 63 (O): 0.063, atom 64 (C): 0.445, atom 65 (C): -1.211, atom 66 (C): -0.716, atom 67 (C): -0.833, atom 68 (C): -0.929, atom 69 (C): 1.015, atom 70 (H): 0.515, atom 71 (H): 0.386, atom 72 (H): 0.411, atom 73 (H): 0.450, atom 74 (N): 1.659, atom 75 (P): -1.674, atom 76 (N): 0.591, atom 77 (C): -1.023, atom 78 (C): 0.175, atom 79 (C): -1.304, atom 80 (C): 0.309, atom 81 (C): -0.673, atom 82 (N): 0.585, atom 83 (C): -0.730, atom 84 (C): -0.614, atom 85 (C): -1.158, atom 86 (C): 0.670, atom 87 (C): 1.209, atom 88 (N): 1.228, atom 89 (C): -0.796, atom 90 (C): -1.190, atom 91 (C): -0.744, atom 92 (C): -0.686, atom 93 (C): -0.221, atom 94 (H): 0.337, atom 95 (H): 0.584, atom 96 (H): -0.291, atom 97 (H): 0.475, atom 98 (H): 0.461, atom 99 (H): 0.422